(1)
40
Properties=species:S:1:pos:R:3:forces:R:3 method="wB97M-V/def2-TZVPD" lumo_energy_ha=0.0038 e_above_lowest_kcal_mol=97.1 orbital_gap_ev=11.147 e_tot_ha=-1766.7333 e_homo_ha=-0.4058
O 4.607915 1.692608 -0.947543 -1.4 6.0 0.2
C 4.442136 2.944006 -0.809032 2.8 -3.3 -0.1
O 4.202294 3.575454 0.347192 -0.7 -1.3 0.6
C 3.930069 4.958529 0.151335 1.6 -0.4 0.0
C 4.735957 5.246457 -1.132157 -2.6 -1.6 -0.3
F 5.970257 5.676710 -0.907553 0.8 0.4 0.3
O 4.805380 3.938586 -1.711737 -0.6 -0.6 -0.6
H 2.841877 5.019780 0.137928 0.2 0.8 -0.2
H 4.474459 5.498028 0.926370 -0.7 0.1 0.4
H 4.177914 5.920332 -1.782204 0.5 0.0 -0.4
O 2.312978 -0.270285 7.337359 0.4 -2.1 -3.8
C 2.755509 -0.861052 6.344525 -4.1 1.9 0.9
O 2.189700 -1.263173 5.108103 -1.3 1.3 1.7
C 3.167831 -1.961303 4.387229 1.1 1.3 -1.2
C 4.484387 -1.499031 5.007808 -1.6 -0.6 -0.6
F 5.007401 -0.328141 4.380031 -0.8 -1.8 1.3
O 3.949645 -1.260251 6.258923 6.8 -0.1 2.3
H 2.987301 -3.032740 4.473967 0.2 0.1 -0.4
H 3.333689 -1.508843 3.409543 -1.2 -0.7 -0.7
H 5.195528 -2.324568 4.978279 0.5 0.7 0.5
O -4.852464 -1.323225 -6.212909 -1.2 -0.4 0.7
C -5.443512 -2.122100 -5.531280 2.2 0.5 -4.8
O -5.331549 -2.247487 -4.277900 -0.1 0.8 5.1
C -6.344717 -3.132031 -3.824553 -0.1 -0.9 0.7
C -6.400320 -4.059956 -4.987425 -1.1 1.1 0.9
F -7.720405 -4.397241 -4.957787 -0.3 -1.3 -1.3
O -6.078000 -3.211926 -6.063088 -0.6 -0.7 -0.2
H -6.229622 -3.733116 -2.922584 1.3 0.6 0.2
H -7.329442 -2.695739 -3.657010 0.2 0.7 -0.5
H -5.725840 -4.906439 -4.858388 -0.3 -0.3 -0.7
O -2.199375 -1.873731 1.989397 1.7 3.3 -4.7
C -1.889114 -1.080589 1.040679 -6.3 -4.1 3.1
O -2.775991 -0.714988 0.016347 -1.2 -0.6 0.6
C -2.367791 0.478268 -0.672050 0.0 -1.3 0.0
C -1.101454 0.752492 0.063560 1.0 0.0 -0.7
F -1.386383 1.803783 0.846007 0.4 0.7 1.4
O -0.840270 -0.423493 0.871333 4.3 3.4 -0.5
H -2.320645 0.323017 -1.749901 0.4 -0.4 0.1
H -2.996376 1.358246 -0.535586 -0.5 -0.4 0.4
H -0.238958 1.045152 -0.535227 0.2 -0.6 0.2



(2)
26
Properties=species:S:1:pos:R:3:forces:R:3 method="wB97M-V/def2-TZVPD" total_charge=+1 lumo_energy_ha="-0.1405 / -0.1406" e_above_lowest_kcal_mol=69.0 orbital_gap_ev="7.268 / 7.260" e_tot_ha=-933.2972 e_homo_ha="-0.4076 / -0.4074"
C -3.624298 -1.044534 -0.446994 -0.3 0.2 0.1
C -2.312068 -1.485139 -0.682402 0.7 0.3 0.5
C -3.698344 -0.023674 0.449353 0.3 0.1 -0.1
C -1.374557 -0.787834 0.048598 -1.3 0.0 0.0
C 1.472113 1.135249 0.654593 0.2 -0.4 0.4
C 0.465314 0.902949 -1.514398 -0.2 -1.8 1.0
C 2.052252 -1.283142 1.254184 -0.3 0.0 0.5
C 0.926996 -0.237985 1.111332 0.2 0.0 -0.1
C 0.040871 -0.932005 0.084390 1.2 1.1 -1.5
N 0.682495 -2.042181 -0.322623 -0.3 0.2 0.8
N 0.584241 1.769776 -0.341507 0.0 0.5 -0.3
O 2.032354 -2.014218 0.039401 0.2 0.0 -0.7
S -2.152466 0.434035 1.032759 0.0 -0.6 -0.3
H -4.490615 -1.469924 -0.921217 -0.1 -0.1 0.0
H -2.062109 -2.284840 -1.353178 0.0 -0.2 -0.2
H -4.564128 0.489769 0.814924 -0.2 0.1 0.0
H 1.597289 1.788970 1.519076 0.0 0.1 -0.1
H 2.443014 0.997208 0.173891 -0.1 0.1 0.0
H 1.409433 0.696973 -1.989033 0.3 0.2 0.0
H -0.344739 1.163921 -2.168924 -0.3 0.2 -0.1
H 3.049383 -0.859939 1.354445 0.0 0.0 0.0
H 1.855437 -1.952954 2.100606 0.0 0.1 -0.2
H 0.382696 -0.113418 2.048389 0.0 -0.1 0.0
H 0.496308 -2.592708 -1.145729 0.1 0.0 0.0
H -0.361735 1.872224 0.056246 0.2 0.2 -0.1
H 0.946097 2.712782 -0.557101 -0.2 -0.2 0.2



(3)
125
Properties=species:S:1:pos:R:3:forces:R:3 method="wB97M-V/def2-TZVPD" total_charge=-1 lumo_energy_ha=0.0600 orbital_gap_ev=5.992 e_tot_ha=-4657.0433 e_homo_ha=-0.1602
C 0.686464 6.198232 -0.034654 -0.2 0.0 0.7
C 0.296099 5.084798 0.263246 -0.2 0.2 0.0
Ga -0.372610 3.283435 0.894726 0.2 0.3 -0.6
Cl -0.130117 3.314546 3.184827 -0.1 0.1 -0.1
O -2.217485 3.113780 0.532298 0.2 -0.1 0.5
C -2.931704 2.592926 1.621675 0.0 0.6 -0.4
C -4.350463 2.205099 1.246832 -0.6 -0.6 0.2
C -4.411062 1.079126 0.221365 0.4 0.0 -0.2
O -5.025387 1.758465 2.455546 0.1 0.2 0.0
B 0.761387 1.673835 0.146828 0.4 -0.1 0.0
O 0.945552 1.544668 -1.208709 -0.7 -0.3 0.0
N 1.424874 0.619075 0.965065 -0.5 0.2 0.3
C 0.435783 -0.279608 1.561941 0.1 -0.1 0.0
C 2.362691 1.182189 1.938777 0.2 -0.6 -0.3
H 0.944007 7.238562 -0.008654 0.1 -0.3 -0.4
H -2.443362 1.705284 2.059413 -0.1 0.0 0.0
H -2.999966 3.359888 2.413327 0.0 -0.2 0.1
H -4.929576 3.059590 0.882694 0.3 0.2 0.0
H -3.481535 1.082012 -0.357742 -0.1 0.1 -0.1
H -5.246424 1.189509 -0.473266 0.0 -0.1 0.1
H -4.442659 0.103223 0.710481 -0.3 0.4 0.0
H -4.402822 1.899167 3.179550 -0.1 0.0 0.0
H 1.318017 0.658787 -1.352248 0.4 0.3 0.1
H -0.538238 -0.161421 1.075942 0.0 -0.1 0.0
H 0.727601 -1.333620 1.473355 0.0 0.0 0.0
H 0.274744 -0.073669 2.628116 0.0 0.1 0.0
H 1.952964 1.221081 2.952193 -0.1 0.2 -0.1
H 3.267097 0.558557 1.975037 0.0 0.1 0.0
H 2.661651 2.182571 1.616109 0.0 0.0 0.2
C -5.098277 -4.549873 1.077201 -0.1 0.2 -0.2
C -5.177442 -3.836239 -0.268571 -0.1 -0.2 0.2
C -3.826810 -3.254392 -0.690962 -0.2 0.1 0.1
C -3.358699 -2.278005 0.294395 0.2 -0.2 -0.2
N -2.992043 -1.520561 1.073376 0.2 -0.2 0.3
H -4.812912 -3.854855 1.867631 0.1 0.0 0.0
H -6.061814 -4.978108 1.350506 0.0 0.0 0.0
H -4.368348 -5.360030 1.055765 0.0 0.0 0.0
H -5.918362 -3.036059 -0.217595 0.0 0.0 -0.1
H -5.515153 -4.535786 -1.035558 0.1 0.1 -0.1
H -3.914524 -2.765629 -1.659285 0.0 0.0 0.1
H -3.079722 -4.045560 -0.776581 0.0 0.0 0.0
C 1.454540 1.545172 -6.511194 0.0 0.0 0.0
C 1.539632 1.806788 -5.010413 -0.1 0.0 -0.3
C 2.343112 0.741559 -4.257028 -0.4 0.2 -0.2
C 1.732923 -0.579637 -4.409613 0.2 0.0 0.1
N 1.256337 -1.617134 -4.529416 -0.1 -0.1 -0.1
H 0.938634 0.606716 -6.723443 0.0 0.0 0.0
H 0.900678 2.342537 -7.008478 0.0 0.0 0.0
H 2.449713 1.495685 -6.960079 0.0 0.0 0.0
H 0.533167 1.859100 -4.592943 0.0 0.0 0.1
H 2.006574 2.777238 -4.837677 0.0 0.0 0.1
H 2.385226 0.984943 -3.197741 0.0 0.0 -0.1
H 3.367650 0.693477 -4.632907 0.0 0.0 0.0
C -1.387411 6.244063 8.346937 0.0 0.1 0.0
C -1.273929 6.360476 6.830640 0.0 0.0 0.2
C -1.252213 5.001878 6.123185 0.1 0.2 0.0
C -0.108233 4.198004 6.552491 -0.1 -0.1 -0.2
N 0.794633 3.578339 6.892772 0.1 0.0 0.2
H -0.527713 5.722077 8.769424 0.0 -0.1 0.0
H -1.429773 7.232820 8.806763 0.0 0.0 0.0
H -2.290876 5.700713 8.632163 0.0 0.0 0.0
H -0.367788 6.914133 6.577859 0.0 0.0 -0.1
H -2.118335 6.937431 6.448563 0.0 0.0 -0.1
H -1.183191 5.126408 5.041679 0.0 -0.1 0.0
H -2.165691 4.444076 6.336729 0.0 0.0 0.0
C -8.351188 -4.700384 4.627278 0.0 0.0 0.0
C -7.483405 -5.005009 5.843172 -0.2 0.0 -0.1
C -6.004286 -4.675801 5.613411 -0.2 -0.1 0.0
C -5.456511 -5.460558 4.505060 0.1 0.2 0.1
N -5.028361 -6.053814 3.622704 0.1 -0.3 0.1
H -8.058439 -5.305804 3.768307 0.0 0.0 0.0
H -9.397850 -4.918609 4.840611 0.0 0.0 0.0
H -8.276411 -3.649030 4.344572 0.0 0.0 0.0
H -7.584933 -6.059907 6.106262 0.1 0.0 0.0
H -7.839961 -4.426586 6.697337 0.1 0.0 0.0
H -5.419827 -4.891736 6.508090 0.0 0.0 0.0
H -5.880723 -3.617128 5.379157 0.0 0.0 0.0
C -3.078392 -0.141878 -6.001398 0.0 0.0 0.0
C -2.191203 -1.072983 -5.182458 -0.1 0.2 -0.1
C -2.821984 -2.451661 -4.958019 0.1 0.2 0.1
C -4.085816 -2.332629 -4.230181 0.0 -0.2 0.0
N -5.067396 -2.239721 -3.641593 -0.1 0.0 -0.1
H -4.021217 0.063991 -5.491971 0.0 0.0 0.0
H -2.579105 0.813900 -6.161957 0.0 0.0 0.0
H -3.305533 -0.573310 -6.979586 0.0 0.0 0.0
H -1.974226 -0.611192 -4.218102 0.0 -0.1 0.0
H -1.237113 -1.208280 -5.689547 0.1 -0.1 0.1
H -2.150669 -3.089028 -4.380266 0.0 0.0 0.0
H -3.017113 -2.945653 -5.911602 0.0 0.0 0.0
C 6.621037 -0.614272 -3.392806 0.0 0.1 -0.1
C 6.964194 0.702049 -2.700948 0.0 -0.3 -0.2
C 6.327340 0.825533 -1.313171 -0.1 0.0 -0.2
C 4.868677 0.764154 -1.418795 0.2 0.0 0.3
N 3.727652 0.715281 -1.518342 0.2 -0.2 0.0
H 5.547701 -0.706724 -3.564754 0.0 0.0 0.1
H 7.114533 -0.678167 -4.363882 0.0 0.0 0.0
H 6.943194 -1.468662 -2.794231 0.0 0.0 0.0
H 6.637553 1.534892 -3.327148 0.0 0.1 0.1
H 8.046976 0.782419 -2.601457 0.0 0.0 0.1
H 6.604673 1.768861 -0.849052 0.0 0.0 0.0
H 6.665064 0.016105 -0.663073 0.0 0.0 0.0
C 10.185713 5.044094 -3.985561 0.0 0.0 0.0
C 11.106740 4.194733 -3.117250 0.0 0.2 -0.1
C 10.470926 2.863200 -2.701517 0.1 0.2 0.0
C 9.251962 3.082805 -1.920525 0.2 -0.1 -0.1
N 8.294220 3.254343 -1.314850 0.0 0.2 0.1
H 9.277849 5.322511 -3.449195 0.0 0.0 0.0
H 10.685222 5.965728 -4.283598 0.0 0.0 0.0
H 9.896225 4.508993 -4.892057 0.0 0.0 0.0
H 11.384836 4.758202 -2.224914 0.0 -0.1 0.0
H 12.028384 3.984438 -3.662948 0.0 -0.1 0.0
H 11.165382 2.280312 -2.095670 0.0 0.0 0.0
H 10.214054 2.271179 -3.582096 0.0 0.0 0.0
C 0.872836 -4.947835 0.965759 0.0 0.0 0.0
C -0.434085 -5.487255 1.535176 0.2 0.1 0.0
C -0.988241 -6.677619 0.740635 0.0 0.2 0.1
C -1.266834 -6.291882 -0.644193 0.0 -0.1 0.2
N -1.490061 -5.931241 -1.709536 0.0 0.0 -0.2
H 0.739282 -4.566437 -0.047368 0.0 0.0 0.0
H 1.243129 -4.125107 1.576482 0.0 0.0 0.0
H 1.641350 -5.724216 0.940919 0.0 0.0 0.0
H -1.176343 -4.686827 1.554986 -0.1 0.0 0.0
H -0.278002 -5.803344 2.568039 -0.1 -0.1 0.0
H -1.915265 -7.035280 1.190939 0.0 0.0 0.0
H -0.275354 -7.504043 0.734108 0.0 0.0 0.0



(4)
7
Properties=species:S:1:pos:R:3:forces:R:3 method="wB97M-V/def2-TZVPD" total_charge=-2 lumo_energy_ha=0.3111 e_above_lowest_kcal_mol=88.0 orbital_gap_ev=5.600 e_tot_ha=-336.0627 e_homo_ha=0.1053
O 0.082483 -2.164732 0.247114 0.5 0.5 -0.1
N -0.306816 -1.225486 -0.666419 -1.7 0.0 0.9
O 0.418862 0.089775 -0.809343 1.1 -0.2 -0.6
N 0.276062 1.361466 -0.006787 -2.2 0.1 1.9
O 1.338184 1.649794 0.743349 -0.1 -0.3 0.0
H -1.167606 -0.800088 -0.233301 0.3 -0.3 -0.5
H -0.641169 1.089272 0.725388 2.1 0.1 -1.7



(5)
15
Properties=species:S:1:pos:R:3:forces:R:3 method="wB97M-V/def2-TZVPD" lumo_energy_ha=0.0186 e_above_lowest_kcal_mol=6.6 orbital_gap_ev=10.736 e_tot_ha=-366.2377 e_homo_ha=-0.3759
O -2.814019 0.923729 0.133977 0.4 0.3 -0.3
B -1.755471 1.057059 -0.440007 0.5 -0.4 -0.2
C -0.372858 0.980852 -1.127151 -0.5 0.0 0.3
C 0.487623 -0.160613 -1.000203 -0.8 1.3 -0.3
N 1.610343 0.057119 -1.655092 0.4 -1.2 0.4
N 1.514762 1.259343 -2.182977 0.2 3.0 -0.9
C 0.328889 1.904627 -1.901300 0.2 -2.4 1.6
H 0.237550 -1.019573 -0.392562 0.5 -0.2 -0.4
H 2.347722 1.727816 -2.625890 -1.4 -1.2 0.7
H 0.040398 2.925117 -1.934152 0.4 0.7 -0.9
C -0.357303 -1.917219 2.602624 1.6 1.1 0.6
H 0.316120 -2.179837 3.442113 -0.7 -0.3 -0.1
H -0.533366 -2.786006 2.007136 0.4 -0.5 -0.7
H -1.360305 -1.662026 2.962110 0.5 0.8 0.0
H 0.309916 -1.110388 2.111376 -1.9 -1.1 0.3



(6)
21
Properties=species:S:1:pos:R:3:forces:R:3 method="wB97M-V/def2-TZVPD" total_charge=+3 lumo_energy_ha=-0.4546 e_above_lowest_kcal_mol=81.6 orbital_gap_ev=4.526 e_tot_ha=-995.2703 e_homo_ha=-0.6209
Ag -0.233272 -5.049401 3.146644 -0.2 0.4 0.2
Ag 1.177990 1.655657 2.054919 -0.6 -0.2 -0.5
Ag 4.278845 -1.651503 5.155944 -0.3 0.1 0.3
Ag 3.726436 -2.642201 0.643911 -0.3 0.1 -0.2
F 1.084154 -1.757232 3.228482 1.1 -0.3 -0.4
C 1.876642 1.007098 -2.108596 0.1 0.5 -1.9
O 0.939215 0.595388 -1.150052 -0.7 -0.6 1.0
C -0.359924 0.320993 -1.734429 -0.1 1.0 -1.6
C -1.472644 0.015181 -0.802297 1.4 -0.2 1.8
O -1.705028 1.145977 -0.001324 -0.8 0.6 0.7
C -2.614720 0.851261 1.078100 -0.3 0.7 -0.7
H 1.647947 1.947129 -2.610728 -0.5 0.5 0.5
H 1.881983 0.348296 -2.976956 0.2 -0.6 0.1
H 2.903414 1.140934 -1.768135 -0.2 -0.4 0.7
H -0.342271 -0.447704 -2.507022 0.6 -0.4 0.1
H -0.692696 1.192250 -2.298590 0.3 0.5 0.0
H -1.100130 -0.713379 -0.082203 -0.1 -1.0 -0.1
H -2.353555 -0.369505 -1.316218 0.0 0.2 -0.1
H -2.113644 0.313626 1.883058 0.0 -0.3 0.0
H -3.489590 0.315809 0.709321 0.1 -0.4 0.0
H -3.039150 1.781326 1.456171 0.4 0.1 0.0